No. 1
14
Properties=species:S:1:pos:R:3 method="wB97M-V/def2-TZVPD" orbital_gap_ev=10.23 energy_ev=-7360.8966 lumo_ev=1.0 e_above_lowest_kj_mol=131.09 smiles="C=C(C)CC=O"
O 1.4376 1.4627 0.5981
C 0.2527 1.6600 0.6977
C 0.8003 -1.3558 0.5841
C -0.0873 -0.5730 -0.0212
C -0.2618 -0.5324 -1.5166
C -0.7688 0.5147 0.7616
H 0.5196 -1.0896 -2.0423
H -1.2208 -1.0143 -1.7324
H -1.7551 0.8338 0.3932
H -0.1189 2.6986 0.7260
H 0.8305 -1.4642 1.6667
H -0.8928 0.2522 1.8229
H -0.3021 0.4765 -1.9507
H 1.5669 -1.8693 0.0129

=====

No. 2
14
Properties=species:S:1:pos:R:3 method="wB97M-V/def2-TZVPD" orbital_gap_ev=10.42 energy_ev=-7360.5619 lumo_ev=1.0 e_above_lowest_kj_mol=163.39 smiles="CC1CC(=O)C1"
O 2.1657 0.7362 -1.6755
C 1.1528 0.4772 -1.0723
C 0.1417 -0.6615 -1.0783
C -0.0380 -0.4162 0.4589
C 0.9321 0.8361 0.3636
C -1.4903 -0.1301 0.8789
H 0.5286 -1.6319 -1.4049
H 0.3492 -1.2442 1.0600
H -1.5507 0.2144 1.9174
H -0.7520 -0.4076 -1.6587
H -1.9534 0.6379 0.2453
H 0.5842 1.7972 0.7467
H 2.0462 0.8258 0.4200
H -2.1161 -1.0334 0.7991

=====

The following E_HOMO values (in eV) correspond, in order, to the records above: -9.23; -9.45.